Record 1
The following is a DFT calculation (the ωB97M-V functional and the def2-TZVPD basis) of a molecular structure, C14H51AgO12 in a non-equilibrium geometry.

Atoms and positions in Å:
Ag1 40.71 -37.52 -33.36
C1 37.46 -35.19 -33.73
C2 38.08 -35.40 -32.35
C3 37.04 -35.44 -31.21
O1 38.87 -36.49 -32.25
H1 36.70 -34.41 -33.72
H2 36.98 -36.12 -34.06
H3 38.21 -34.92 -34.47
H4 38.67 -34.48 -32.13
H5 37.52 -35.46 -30.23
H6 36.43 -36.35 -31.27
H7 36.37 -34.58 -31.30
C4 41.02 -36.33 -36.44
O2 40.95 -35.91 -35.07
H8 40.77 -37.39 -36.47
H9 40.27 -35.81 -37.04
H10 42.01 -36.16 -36.86
H11 41.26 -35.00 -35.01
C5 41.95 -34.87 -31.88
O3 42.12 -36.30 -31.97
H12 42.85 -34.35 -32.21
H13 41.11 -34.59 -32.51
H14 41.71 -34.57 -30.86
H15 42.93 -36.52 -31.50
C6 38.68 -31.49 -34.12
O4 37.48 -31.02 -33.56
H16 39.28 -32.12 -33.45
H17 38.42 -32.11 -34.99
H18 39.31 -30.68 -34.50
H19 37.65 -30.28 -32.97
C7 35.43 -37.86 -27.78
O5 35.51 -37.44 -26.43
H20 34.47 -37.60 -28.23
H21 36.22 -37.39 -28.39
H22 35.58 -38.94 -27.88
H23 34.61 -37.40 -26.08
C8 38.39 -38.86 -35.33
O6 39.45 -39.15 -34.38
H24 38.65 -39.26 -36.30
H25 37.44 -39.26 -34.98
H26 38.30 -37.78 -35.39
H27 39.27 -39.97 -33.91
C9 40.70 -36.73 -28.80
O7 39.89 -35.71 -29.39
H28 41.75 -36.53 -29.01
H29 40.57 -36.70 -27.73
H30 40.46 -37.73 -29.16
H31 39.65 -35.99 -30.28
C10 34.99 -34.44 -28.22
O8 33.97 -33.52 -28.55
H32 35.06 -35.26 -28.93
H33 35.97 -33.96 -28.19
H34 34.83 -34.91 -27.24
H35 34.35 -32.64 -28.54
C11 39.18 -32.28 -29.99
O9 40.12 -32.87 -29.12
H36 39.35 -31.21 -29.99
H37 39.31 -32.62 -31.03
H38 38.15 -32.48 -29.68
H39 40.07 -33.84 -29.20
C12 33.90 -36.09 -34.08
O10 33.26 -34.87 -33.72
H40 34.46 -35.97 -35.01
H41 34.52 -36.42 -33.24
H42 33.10 -36.80 -34.24
H43 33.90 -34.15 -33.71
C13 34.28 -31.34 -34.44
O11 35.01 -32.46 -33.91
H44 34.56 -30.42 -33.92
H45 34.51 -31.19 -35.50
H46 33.23 -31.53 -34.28
H47 35.94 -32.21 -33.90
C14 36.42 -39.37 -31.57
O12 37.72 -39.01 -31.14
H48 35.89 -39.83 -30.74
H49 35.86 -38.51 -31.95
H50 36.48 -40.12 -32.38
H51 37.93 -38.14 -31.47

Results
E_LUMO (spin up / spin down) (eV): -3.09 / -6.06
Relative energy (zero: lowest compared OMol25 entry of this formula, charge and spin) (kcal/mol): 0.0
Multiplicity: 2
Total energy (eV): -43901.9327
Net charge: +1
HOMO energy (spin up / spin down) (eV): -11.8833 / -11.8829

=====

Record 2
The following is a DFT calculation (the ωB97M-V functional and the def2-TZVPD basis) of 14 unconnected molecules or ions with the total composition C14H56O14 in a non-equilibrium geometry.

Atoms and positions in Å:
C1 -2.76 3.19 -0.05
O1 -2.69 4.41 0.71
H1 -2.58 3.44 -1.10
H2 -1.96 2.49 0.22
H3 -3.74 2.73 0.06
H4 -3.06 4.17 1.56
C2 -0.21 -0.26 0.50
O2 -1.21 -0.33 -0.49
H5 0.65 0.30 0.13
H6 -0.48 0.25 1.44
H7 0.07 -1.27 0.79
H8 -1.12 0.44 -1.10
C3 1.86 -1.73 -2.42
O3 3.08 -1.48 -3.12
H9 1.56 -0.84 -1.86
H10 1.14 -2.09 -3.15
H11 2.00 -2.55 -1.69
H12 3.65 -1.07 -2.45
C4 4.04 -3.00 0.77
O4 2.83 -2.63 1.42
H13 4.03 -4.06 0.49
H14 4.22 -2.41 -0.14
H15 4.88 -2.75 1.41
H16 2.14 -3.15 0.96
C5 -1.60 -1.00 3.91
O5 -0.28 -1.41 3.56
H17 -1.54 0.00 4.34
H18 -2.28 -1.04 3.05
H19 -2.04 -1.67 4.66
H20 -0.30 -2.36 3.42
C6 1.77 1.10 4.95
O6 1.53 0.71 3.60
H21 2.18 2.11 5.00
H22 0.84 1.07 5.54
H23 2.50 0.43 5.42
H24 1.12 -0.17 3.64
C7 -3.64 -2.30 1.09
O7 -3.75 -0.98 0.58
H25 -2.72 -2.44 1.67
H26 -4.49 -2.46 1.76
H27 -3.68 -3.00 0.25
H28 -2.89 -0.73 0.19
C8 -4.48 0.47 -2.34
O8 -3.84 0.62 -3.61
H29 -5.06 1.36 -2.09
H30 -5.15 -0.38 -2.30
H31 -3.73 0.41 -1.55
H32 -3.86 1.55 -3.86
C9 4.24 0.74 -0.06
O9 4.54 0.10 -1.29
H33 4.52 1.79 -0.06
H34 3.17 0.64 0.10
H35 4.69 0.22 0.80
H36 5.49 0.09 -1.47
C10 0.25 3.23 2.20
O10 1.42 2.65 1.62
H37 0.14 4.22 1.76
H38 -0.66 2.66 1.99
H39 0.36 3.32 3.28
H40 1.66 1.89 2.19
C11 -2.15 -2.49 -3.24
O11 -3.28 -2.09 -3.99
H41 -2.34 -2.48 -2.16
H42 -1.93 -3.53 -3.50
H43 -1.25 -1.90 -3.45
H44 -3.31 -1.12 -3.89
C12 -0.26 1.59 -3.34
O12 -0.36 1.81 -1.93
H45 -0.67 2.42 -3.92
H46 0.78 1.40 -3.61
H47 -0.88 0.73 -3.60
H48 0.30 2.48 -1.67
C13 2.73 4.43 -1.02
O13 1.89 3.28 -1.03
H49 2.30 5.21 -0.38
H50 3.74 4.19 -0.68
H51 2.79 4.83 -2.03
H52 1.74 3.02 -0.10
C14 -0.47 -4.09 -0.14
O14 0.93 -4.27 0.13
H53 -0.85 -5.00 -0.62
H54 -0.94 -3.82 0.80
H55 -0.63 -3.24 -0.81
H56 1.35 -4.60 -0.67

Results
E_LUMO (eV): 0.45
Relative energy (zero: lowest compared OMol25 entry of this formula, charge and spin) (kcal/mol): 4.0
Total energy (eV): -44086.4139
HOMO energy (eV): -9.6204

=====

Record 3
The following is a DFT calculation (the ωB97M-V functional and the def2-TZVPD basis) of a molecular structure, C14H56O14 in a non-equilibrium geometry.

Atoms and positions in Å:
C1 18.67 -15.47 22.94
O1 19.97 -15.92 23.33
H1 18.35 -16.01 22.04
H2 17.91 -15.53 23.72
H3 18.79 -14.42 22.67
H4 20.27 -15.32 24.02
C2 16.05 -13.94 25.25
O2 17.32 -14.29 24.74
H5 15.79 -12.98 24.81
H6 15.28 -14.67 25.03
H7 16.14 -13.87 26.34
H8 17.68 -15.06 25.19
C3 21.22 -12.97 26.78
O3 22.38 -13.69 27.29
H9 21.45 -12.39 25.89
H10 20.36 -13.60 26.58
H11 20.90 -12.33 27.61
H12 22.11 -14.05 28.14
C4 20.18 -10.15 25.88
O4 19.59 -11.31 25.37
H13 20.55 -9.57 25.04
H14 19.49 -9.53 26.45
H15 20.93 -10.50 26.59
H16 19.07 -11.72 26.06
C5 18.06 -12.86 26.36
O5 18.99 -12.08 27.00
H17 17.22 -13.18 26.99
H18 17.58 -12.34 25.53
H19 18.49 -13.78 25.97
H20 18.56 -11.33 27.42
C6 22.01 -11.65 23.63
O6 23.02 -12.14 24.56
H21 22.51 -11.07 22.86
H22 21.46 -12.47 23.16
H23 21.33 -10.98 24.15
H24 23.45 -11.40 24.99
C7 16.96 -12.71 22.91
O7 16.99 -14.12 22.73
H25 16.77 -12.12 22.01
H26 16.19 -12.45 23.63
H27 17.89 -12.35 23.36
H28 17.01 -14.47 23.62
C8 20.48 -13.66 21.20
O8 20.93 -13.79 19.88
H29 19.52 -13.16 21.11
H30 20.36 -14.64 21.65
H31 21.08 -13.05 21.88
H32 21.78 -14.23 19.91
C9 23.39 -14.37 25.03
O9 22.30 -13.87 24.28
H33 24.34 -14.18 24.53
H34 23.50 -13.76 25.93
H35 23.40 -15.43 25.31
H36 22.52 -12.94 24.18
C10 23.66 -15.59 22.57
O10 22.62 -14.71 22.53
H37 23.29 -16.61 22.71
H38 24.15 -15.55 21.60
H39 24.30 -15.41 23.43
H40 22.14 -14.57 23.34
C11 18.66 -10.25 23.41
O11 19.73 -11.17 23.35
H41 18.87 -9.38 24.03
H42 18.47 -9.79 22.44
H43 17.74 -10.79 23.63
H44 19.99 -11.41 24.24
C12 21.75 -15.96 26.70
O12 21.87 -17.30 26.99
H45 22.37 -15.57 25.89
H46 20.71 -15.65 26.60
H47 21.97 -15.33 27.56
H48 22.09 -17.83 26.22
C13 18.90 -16.06 26.16
O13 17.59 -16.01 25.62
H49 19.49 -16.42 25.31
H50 19.25 -15.06 26.40
H51 18.97 -16.67 27.06
H52 17.38 -16.86 25.23
C14 19.89 -13.60 24.41
O14 20.48 -14.80 24.91
H53 20.05 -12.70 25.00
H54 20.33 -13.38 23.43
H55 18.81 -13.61 24.27
H56 21.43 -14.68 24.96

Results
E_LUMO (eV): -0.35
Relative energy (zero: lowest compared OMol25 entry of this formula, charge and spin) (kcal/mol): 814.7
Total energy (eV): -44051.2582
HOMO energy (eV): -7.5186

=====

Record 4
The following is a DFT calculation (the ωB97M-V functional and the def2-TZVPD basis) of 14 unconnected molecules or ions with the total composition C14H56O14 in a non-equilibrium geometry.

Atoms and positions in Å:
C1 -3.77 -9.25 -2.19
O1 -3.04 -8.04 -2.04
H1 -4.84 -9.03 -2.18
H2 -3.52 -9.83 -3.08
H3 -3.51 -9.92 -1.37
H4 -3.31 -7.73 -1.17
C2 -4.89 -4.18 3.28
O2 -4.83 -5.43 2.56
H5 -5.57 -3.42 2.91
H6 -5.20 -4.39 4.31
H7 -3.89 -3.74 3.25
H8 -4.31 -6.08 3.05
C3 3.50 0.15 -7.10
O3 2.08 0.02 -7.10
H9 3.84 0.20 -8.13
H10 3.76 1.16 -6.79
H11 4.00 -0.63 -6.53
H12 1.85 -0.85 -6.75
C4 3.45 6.71 -0.48
O4 3.05 7.99 -0.02
H13 3.81 6.72 -1.51
H14 4.32 6.40 0.11
H15 2.74 5.90 -0.42
H16 3.49 8.64 -0.58
C5 -0.18 -5.69 -6.84
O5 -0.25 -4.76 -5.74
H17 -1.12 -6.24 -6.94
H18 -0.07 -5.13 -7.77
H19 0.64 -6.37 -6.61
H20 -0.82 -5.20 -5.10
C6 -2.22 -0.27 7.59
O6 -3.57 0.06 7.80
H21 -2.17 -1.30 7.23
H22 -1.70 0.28 6.80
H23 -1.65 -0.11 8.51
H24 -3.63 0.99 7.54
C7 3.93 -1.81 4.23
O7 3.87 -0.55 3.45
H25 3.27 -1.72 5.09
H26 3.67 -2.67 3.61
H27 4.95 -1.95 4.61
H28 3.02 -0.46 3.02
C8 6.97 1.34 -2.08
O8 7.94 1.77 -3.02
H29 6.95 0.25 -2.15
H30 7.33 1.72 -1.12
H31 5.96 1.69 -2.28
H32 8.76 1.31 -2.85
C9 3.59 -8.02 -0.70
O9 4.83 -7.75 -0.02
H33 3.75 -8.56 -1.63
H34 3.04 -8.74 -0.08
H35 2.89 -7.18 -0.73
H36 5.28 -8.59 -0.03
C10 -2.24 4.34 -6.17
O10 -1.68 3.47 -5.22
H37 -2.85 5.18 -5.83
H38 -1.43 4.79 -6.74
H39 -2.85 3.80 -6.89
H40 -1.02 3.00 -5.75
C11 -0.61 -0.61 -0.53
O11 -0.61 0.21 0.66
H41 0.06 -0.36 -1.35
H42 -0.45 -1.65 -0.23
H43 -1.63 -0.55 -0.93
H44 -0.99 1.05 0.42
C12 -5.41 4.74 4.96
O12 -4.91 4.71 6.28
H45 -4.78 4.13 4.31
H46 -6.42 4.35 4.86
H47 -5.47 5.76 4.58
H48 -4.03 5.10 6.34
C13 0.61 5.64 5.48
O13 0.16 5.81 6.80
H49 0.37 6.50 4.85
H50 1.69 5.77 5.51
H51 0.35 4.66 5.08
H52 0.44 5.13 7.42
C14 -3.21 6.56 -0.46
O14 -2.86 5.18 -0.49
H53 -2.85 7.04 -1.37
H54 -4.30 6.66 -0.41
H55 -2.83 7.14 0.38
H56 -2.75 4.77 -1.35

Results
E_LUMO (eV): 0.15
Relative energy (zero: lowest compared OMol25 entry of this formula, charge and spin) (kcal/mol): 104.8
Total energy (eV): -44082.0450
HOMO energy (eV): -10.2538

=====

Record 5
The following is a DFT calculation (the ωB97M-V functional and the def2-TZVPD basis) of a molecular structure, C14H6Br2I2N3OS2Sc.

Atoms and positions in Å:
Sc1 -0.39 0.03 -0.47
C1 1.74 -1.14 -2.22
C2 2.62 -0.29 -1.41
C3 3.98 -0.08 -1.77
C4 4.75 0.72 -0.99
C5 4.19 1.35 0.14
C6 4.94 2.13 1.05
Br1 6.78 2.44 0.75
C7 4.38 2.63 2.19
C8 3.01 2.46 2.44
Br2 2.40 2.99 4.13
C9 2.21 1.85 1.49
O1 0.04 1.88 0.08
C10 2.82 1.16 0.39
N1 2.06 0.30 -0.36
H1 2.25 -1.87 -2.83
H2 1.14 -0.54 -2.92
H3 1.05 -1.79 -1.64
H4 4.36 -0.59 -2.65
H5 5.80 0.87 -1.22
H6 4.98 3.16 2.92
S1 -2.13 0.24 1.63
C11 -1.80 1.65 2.49
C12 -2.88 2.22 3.23
N2 -3.75 2.68 3.83
C13 -0.60 2.36 2.50
S2 0.50 1.46 1.54
C14 -0.48 3.71 2.85
N3 -0.39 4.83 3.11
I1 -2.30 -0.44 -2.16
I2 -0.17 -3.86 -2.49

Results
E_LUMO (eV): -2.48
Relative energy (zero: lowest compared OMol25 entry of this formula, charge and spin) (kcal/mol): 103.0
Total energy (eV): -219790.1418
HOMO energy (eV): -6.9912

=====

Record 6
The following is a DFT calculation (the ωB97M-V functional and the def2-TZVPD basis) of 21 unconnected molecules or ions with the total composition C14H70O28 in a non-equilibrium geometry.

Atoms and positions in Å:
O1 3.03 0.03 -3.59
H1 3.84 0.30 -3.21
H2 3.28 -0.76 -4.06
O2 -1.47 0.63 3.34
H3 -1.47 1.33 4.00
H4 -0.64 0.26 3.52
O3 2.91 -2.30 0.72
H5 3.07 -3.19 0.70
H6 1.98 -2.15 0.40
O4 -0.88 -3.81 1.22
H7 -1.32 -3.19 1.78
H8 -1.57 -4.48 1.01
O5 -2.36 -1.81 2.29
H9 -2.19 -0.96 2.64
H10 -2.89 -2.12 3.01
O6 -2.63 3.82 -0.77
H11 -2.07 3.80 -0.01
H12 -1.92 3.80 -1.40
O7 -3.92 -1.29 -0.16
H13 -3.56 -1.32 0.71
H14 -3.66 -0.45 -0.46
O8 4.04 -0.02 -0.93
H15 3.13 0.16 -1.19
H16 4.18 -0.94 -1.03
O9 -0.10 -0.89 -3.72
H17 -0.03 -0.02 -4.12
H18 0.72 -0.97 -3.30
O10 3.04 0.52 1.67
H19 2.23 0.04 1.97
H20 3.36 0.00 0.95
O11 0.73 1.75 -3.80
H21 1.39 1.21 -3.38
H22 0.68 1.50 -4.72
O12 -0.86 3.87 -2.64
H23 -1.20 4.26 -3.44
H24 -0.24 3.30 -3.03
O13 0.85 -0.64 3.19
H25 0.86 -1.64 3.25
H26 1.21 -0.33 4.01
O14 -1.75 -2.96 -3.53
H27 -1.20 -2.17 -3.63
H28 -1.57 -3.45 -4.37
C1 -4.57 1.44 1.76
C2 -5.58 0.34 1.98
O15 -5.11 -0.76 2.72
O16 -5.11 2.41 0.93
H29 -3.57 1.09 1.40
H30 -4.43 2.02 2.70
H31 -5.90 -0.15 1.05
H32 -6.44 0.79 2.46
H33 -5.67 -1.53 2.52
H34 -5.38 2.01 0.11
C3 -2.59 1.00 -2.57
C4 -3.57 1.96 -3.40
O17 -3.20 1.89 -4.79
O18 -2.93 1.03 -1.18
H35 -1.55 1.29 -2.54
H36 -2.63 -0.12 -2.89
H37 -3.60 3.00 -3.12
H38 -4.59 1.65 -3.19
H39 -3.44 1.07 -5.14
H40 -2.92 1.94 -0.95
C5 2.13 -3.72 5.07
C6 1.97 -4.23 3.66
O19 1.18 -3.30 2.95
O20 2.88 -4.74 5.80
H41 1.22 -3.56 5.59
H42 2.61 -2.72 5.09
H43 1.49 -5.15 3.55
H44 2.90 -4.33 3.11
H45 0.63 -3.68 2.24
H46 3.05 -4.58 6.74
C7 0.41 0.67 -0.39
C8 -0.47 -0.58 -0.15
O21 0.42 -1.63 0.28
O22 1.42 0.33 -1.28
H47 0.94 1.05 0.49
H48 -0.16 1.47 -0.85
H49 -0.96 -0.93 -1.07
H50 -1.20 -0.39 0.58
H51 -0.12 -2.35 0.61
H52 1.32 -0.60 -1.21
C9 3.12 3.11 -0.66
C10 3.85 4.49 -0.75
O23 5.21 4.37 -1.08
O24 1.76 3.49 -0.59
H53 3.36 2.47 0.22
H54 3.33 2.59 -1.53
H55 3.82 5.07 0.14
H56 3.25 5.09 -1.52
H57 5.53 5.17 -1.51
H58 1.29 2.63 -0.69
C11 1.54 -3.60 -1.83
C12 1.69 -4.28 -3.21
O25 1.50 -5.63 -3.28
O26 1.89 -2.27 -2.04
H59 2.28 -4.10 -1.20
H60 0.52 -3.61 -1.47
H61 2.66 -4.05 -3.62
H62 0.97 -3.83 -3.84
H63 2.25 -6.06 -2.85
H64 2.72 -2.21 -2.43
C13 1.02 2.89 2.69
C14 -0.17 3.66 2.17
O27 -0.93 2.78 1.41
O28 1.75 3.76 3.53
H65 1.67 2.63 1.88
H66 0.80 1.94 3.14
H67 0.22 4.57 1.59
H68 -0.72 4.16 2.94
H69 -1.35 2.17 2.08
H70 1.25 4.54 3.75

Results
E_LUMO (eV): -0.06
Relative energy (zero: lowest compared OMol25 entry of this formula, charge and spin) (kcal/mol): 0.0
Total energy (eV): -72979.6341
HOMO energy (eV): -9.5540